Version i
{"formula": "C3H8O2S2", "method": "ωB97M-V/def2-TZVPD", "orbital_gap_ev": 9.347, "homo_energy_ha": -0.3292, "smiles": "O=CCCSS.O", "multiplicity": 1, "species": ["O", "C", "C", "C", "S", "S", "H", "H", "H", "H", "H", "H", "O", "H", "H"], "coordinates": [[-0.78, 0.87, 1.63], [0.30, 1.29, 1.13], [0.67, 1.03, -0.29], [1.63, -0.15, -0.06], [1.19, -1.65, -1.09], [-0.20, -2.71, -0.12], [1.16, 1.72, 1.71], [-0.18, 0.89, -1.00], [1.06, 1.88, -0.96], [2.54, 0.17, -0.59], [1.59, -0.51, 1.00], [-1.33, -2.37, -0.69], [-2.44, -0.30, -0.44], [-1.93, 0.26, 0.21], [-3.28, -0.42, -0.44]], "nbo_charge": [-0.557, 0.440, -0.570, -0.540, 0.088, -0.125, 0.136, 0.261, 0.242, 0.248, 0.248, 0.148, -0.997, 0.516, 0.462]}


Version ii
{"formula": "C3H8O2S2", "method": "ωB97M-V/def2-TZVPD", "orbital_gap_ev": [7.953, 7.953], "homo_energy_ha": [-0.2888, -0.2888], "multiplicity": 1, "species": ["C", "C", "C", "O", "O", "S", "S", "H", "H", "H", "H", "H", "H", "H", "H"], "coordinates": [[0.38, -2.29, -0.07], [-0.94, 2.21, -0.23], [1.13, 0.05, 1.04], [-1.50, -0.19, -0.05], [0.23, 0.31, -1.89], [-0.08, -1.00, 1.08], [-1.04, 0.68, -1.30], [-0.30, -3.15, -0.14], [1.29, -2.63, 0.20], [0.32, -1.97, -1.00], [-1.60, 2.91, -0.60], [0.08, 2.62, -0.18], [-1.22, 1.91, 0.72], [1.25, 0.72, 1.89], [1.99, -0.18, 0.52]], "nbo_charge": [-0.762, -0.833, -0.800, -0.981, -0.988, 1.000, 1.498, 0.248, 0.229, 0.261, 0.217, 0.223, 0.224, 0.237, 0.226]}


What is the stability order? It is version i, version ii, from most stable to least stable.


Version i
{"formula": "C6H12N3S", "method": "ωB97M-V/def2-TZVPD", "orbital_gap_ev": [7.254, 6.190], "homo_energy_ha": [-0.4656, -0.4395], "charge": 1, "multiplicity": 1, "species": ["C", "C", "C", "C", "C", "C", "N", "N", "N", "S", "H", "H", "H", "H", "H", "H", "H", "H", "H", "H", "H", "H"], "coordinates": [[1.00, -0.72, -1.10], [-0.87, 0.70, 0.18], [1.47, -1.29, -2.39], [3.36, -0.54, -0.26], [-1.65, 1.95, 1.89], [-3.28, 0.45, 0.68], [1.60, -0.24, 1.16], [1.89, -0.59, 0.03], [-1.92, 0.97, 0.86], [-0.69, -0.43, -1.01], [0.67, -0.98, -3.07], [2.54, -0.95, -2.63], [1.49, -2.36, -2.38], [3.70, -1.53, -0.66], [3.45, 0.16, -1.04], [3.84, -0.31, 0.63], [-0.66, 2.15, 2.03], [-2.26, 2.79, 1.55], [-2.11, 1.49, 2.94], [-3.93, 1.30, 0.50], [-3.29, -0.53, 0.04], [-3.50, 0.10, 1.76]], "nbo_charge": [0.057, 0.016, -0.689, -0.412, -0.383, -0.447, -0.007, -0.132, -0.360, 0.481, 0.258, 0.257, 0.257, 0.231, 0.223, 0.251, 0.241, 0.216, 0.216, 0.243, 0.248, 0.233]}


Version ii
{"formula": "C6H12N3S", "method": "ωB97M-V/def2-TZVPD", "orbital_gap_ev": 7.910, "homo_energy_ha": -0.4592, "charge": 1, "multiplicity": 1, "species": ["C", "C", "C", "C", "C", "C", "N", "N", "N", "S", "H", "H", "H", "H", "H", "H", "H", "H", "H", "H", "H", "H"], "coordinates": [[3.51, -0.36, -0.14], [3.56, 0.09, -1.44], [2.23, -0.54, 0.44], [1.22, -0.13, -0.44], [1.94, -1.41, 1.64], [-0.29, -0.33, -0.23], [-2.53, 0.01, -1.07], [-1.19, 0.23, -1.01], [-4.17, 1.71, 0.39], [1.88, 0.24, -2.07], [4.35, -0.40, 0.55], [4.43, 0.47, -1.85], [1.02, -1.93, 1.54], [2.69, -2.19, 1.76], [1.75, -0.91, 2.56], [-0.64, -0.87, 0.60], [-2.75, -0.88, -0.59], [-3.31, 0.69, -0.65], [-0.82, 0.74, -1.82], [-5.01, 2.12, 0.02], [-3.51, 2.40, 0.53], [-4.36, 1.25, 1.30]], "nbo_charge": [-0.258, -0.272, 0.051, -0.290, -0.649, 0.186, -0.661, -0.251, -1.056, 0.390, 0.246, 0.254, 0.214, 0.251, 0.244, 0.220, 0.362, 0.440, 0.419, 0.397, 0.374, 0.390]}


What is the stability order? It is version ii, version i, from most stable to least stable.


Version i
{"formula": "C5H12N3O", "method": "ωB97M-V/def2-TZVPD", "orbital_gap_ev": 9.807, "homo_energy_ha": -0.5205, "charge": 1, "multiplicity": 1, "species": ["C", "C", "C", "C", "C", "N", "N", "N", "O", "H", "H", "H", "H", "H", "H", "H", "H", "H", "H", "H", "H"], "coordinates": [[1.36, -0.50, -0.43], [-0.82, 0.12, 0.87], [-1.41, 1.20, 1.72], [-1.75, -1.11, 0.77], [0.92, 0.79, -2.45], [0.46, -0.32, 1.37], [0.61, 0.25, -1.15], [2.39, -1.24, -0.67], [-0.58, 0.70, -0.43], [-0.71, 2.03, 1.91], [-1.74, 0.89, 2.80], [-2.22, 1.69, 1.29], [-2.75, -0.73, 0.73], [-1.62, -1.71, 1.75], [-1.43, -1.79, -0.11], [0.76, 1.84, -2.44], [1.94, 0.42, -2.38], [0.28, 0.32, -3.15], [1.05, 0.49, 1.60], [2.62, -1.86, 0.07], [2.64, -1.49, -1.69]], "nbo_charge": [0.636, 0.327, -0.647, -0.636, -0.387, -0.479, -0.105, -0.777, -0.345, 0.231, 0.259, 0.252, 0.235, 0.247, 0.224, 0.255, 0.208, 0.239, 0.363, 0.454, 0.446]}


Version ii
{"formula": "C5H12N3O", "method": "ωB97M-V/def2-TZVPD", "orbital_gap_ev": [9.488, 9.488], "homo_energy_ha": [-0.5075, -0.5075], "charge": 1, "smiles": "C=[N+](C)N(C)/N=C(/C)O", "multiplicity": 1, "species": ["C", "N", "C", "N", "C", "N", "C", "C", "O", "H", "H", "H", "H", "H", "H", "H", "H", "H", "H", "H", "H"], "coordinates": [[-1.23, 1.28, 1.58], [-0.84, 1.42, 0.38], [-0.85, 2.61, -0.42], [-0.17, 0.39, -0.32], [-0.49, 0.04, -1.64], [-0.13, -1.10, 0.43], [1.05, -1.60, 0.28], [1.45, -2.93, 0.80], [2.07, -0.91, -0.04], [-1.49, 2.10, 2.30], [-1.17, 0.17, 1.84], [-0.24, 2.48, -1.27], [-1.93, 2.71, -0.75], [-0.56, 3.37, 0.29], [-1.42, -0.52, -1.64], [0.29, -0.61, -2.00], [-0.60, 0.87, -2.31], [0.66, -3.60, 0.51], [1.37, -2.93, 1.90], [2.38, -3.31, 0.47], [1.83, 0.08, -0.40]], "nbo_charge": [-0.006, -0.079, -0.427, -0.178, -0.445, -0.388, 0.591, -0.681, -0.626, 0.257, 0.272, 0.243, 0.251, 0.249, 0.218, 0.237, 0.217, 0.252, 0.264, 0.261, 0.518]}


What is the stability order? It is version ii, version i, from most stable to least stable.


Version i
{"formula": "C4H4F3N", "method": "ωB97M-V/def2-TZVPD", "orbital_gap_ev": [8.608, 6.335], "homo_energy_ha": [-0.3296, -0.2660], "multiplicity": 1, "species": ["C", "C", "C", "C", "N", "F", "F", "F", "H", "H", "H", "H"], "coordinates": [[-1.24, 1.05, -0.66], [0.00, 1.25, -0.11], [0.25, 0.64, 1.06], [0.53, -1.58, -0.52], [0.70, 0.57, 2.18], [-0.72, -1.42, -0.97], [1.35, -1.59, -1.59], [0.63, -2.87, 0.05], [-1.66, 1.72, -1.50], [-1.97, 0.44, -0.14], [0.86, 1.92, -0.49], [1.26, -0.14, 2.68]], "nbo_charge": [-0.275, -0.430, 0.454, 0.792, -0.581, -0.352, -0.356, -0.378, 0.215, 0.208, 0.275, 0.430]}


Version ii
{"formula": "C4H4F3N", "method": "ωB97M-V/def2-TZVPD", "orbital_gap_ev": [4.173, 10.540], "homo_energy_ha": [-0.2309, -0.3586], "multiplicity": 1, "species": ["C", "C", "C", "C", "N", "F", "F", "F", "H", "H", "H", "H"], "coordinates": [[-3.00, 1.32, 0.62], [-1.89, 0.97, 0.28], [-0.74, 0.34, -0.12], [2.62, -0.13, -0.37], [-0.78, -0.97, -0.31], [2.41, -1.45, -0.33], [2.73, 0.25, 0.93], [3.80, 0.06, -1.03], [-3.96, 1.84, 0.98], [0.34, 0.64, -0.18], [0.16, -1.46, -0.33], [-1.70, -1.41, -0.15]], "nbo_charge": [-0.249, -0.131, -0.103, 0.976, -0.771, -0.328, -0.318, -0.317, 0.253, 0.180, 0.404, 0.406]}


What is the stability order? It is version i, version ii, from most stable to least stable.


Version i
{"formula": "C3H3LiO3", "method": "ωB97M-V/def2-TZVPD", "orbital_gap_ev": 5.914, "homo_energy_ha": -0.2471, "multiplicity": 1, "species": ["H", "C", "C", "O", "C", "O", "O", "H", "H", "Li"], "coordinates": [[1.49, -0.64, -1.20], [0.60, 1.62, -1.29], [0.39, 0.46, -0.86], [-0.58, -0.18, -0.15], [-0.27, -0.88, 0.97], [0.66, -0.66, 1.69], [-1.18, -1.83, 1.09], [1.38, 2.35, -1.10], [-0.98, -2.38, 1.85], [-1.52, 2.14, -1.00]], "nbo_charge": [-0.050, -0.838, 0.153, -0.586, 0.991, -0.589, -0.666, 0.252, 0.505, 0.829]}


Version ii
{"formula": "C3H3LiO3", "method": "ωB97M-V/def2-TZVPD", "orbital_gap_ev": 7.992, "homo_energy_ha": -0.3086, "multiplicity": 1, "species": ["H", "O", "C", "C", "O", "C", "O", "Li", "H", "H"], "coordinates": [[-3.05, -3.17, 0.41], [0.53, 1.22, 0.71], [1.48, 1.70, 0.23], [2.52, 2.10, -0.46], [-1.87, -1.58, 0.83], [-2.35, -2.41, -0.01], [-2.14, -2.42, -1.23], [-0.99, -0.03, 0.95], [3.51, 1.72, -0.21], [2.38, 2.87, -1.22]], "nbo_charge": [0.052, -0.579, 0.753, -0.727, -0.963, 0.645, -0.695, 0.948, 0.283, 0.284]}


What is the stability order? It is version ii, version i, from most stable to least stable.


Version i
{"formula": "C3H9N2P", "method": "ωB97M-V/def2-TZVPD", "orbital_gap_ev": [7.168, 8.709], "homo_energy_ha": [-0.2686, -0.3225], "multiplicity": 1, "species": ["C", "C", "C", "N", "N", "P", "H", "H", "H", "H", "H", "H", "H", "H", "H"], "coordinates": [[-0.62, -1.36, -0.28], [0.73, -0.66, -0.13], [1.27, 1.58, 0.28], [-1.62, -0.70, 0.49], [0.70, 0.64, -0.68], [-2.05, 0.83, 0.00], [-0.80, -1.34, -1.43], [-0.46, -2.43, -0.07], [1.09, -0.80, 0.97], [1.38, -1.27, -0.72], [1.18, 2.60, -0.22], [0.74, 1.56, 1.21], [2.29, 1.41, 0.44], [-1.43, -0.90, 1.53], [-2.40, 0.83, -1.38]], "nbo_charge": [-0.226, -0.290, -0.457, -0.919, -0.377, 0.564, 0.209, 0.202, 0.147, 0.219, 0.198, 0.183, 0.190, 0.414, -0.057]}


Version ii
{"formula": "C3H9N2P", "method": "ωB97M-V/def2-TZVPD", "orbital_gap_ev": 9.418, "homo_energy_ha": -0.3075, "smiles": "CN1CCNP1", "multiplicity": 1, "species": ["C", "N", "C", "C", "N", "P", "H", "H", "H", "H", "H", "H", "H", "H", "H"], "coordinates": [[-1.45, -1.52, 0.19], [-0.45, -0.56, -0.41], [-0.56, 0.82, 0.00], [0.81, 1.42, -0.23], [1.84, 0.46, 0.25], [1.36, -1.18, 0.01], [-1.03, -2.50, -0.17], [-1.65, -1.48, 1.27], [-2.46, -1.41, -0.30], [-0.72, 1.02, 1.14], [-1.33, 1.42, -0.55], [1.07, 1.71, -1.21], [0.90, 2.26, 0.35], [2.21, 0.70, 1.15], [1.46, -1.15, -1.49]], "nbo_charge": [-0.428, -0.667, -0.240, -0.222, -0.931, 0.852, 0.199, 0.178, 0.191, 0.146, 0.209, 0.192, 0.194, 0.387, -0.060]}


What is the stability order? It is version ii, version i, from most stable to least stable.